The following is a DFT calculation (ωB97M-V/def2-TZVPD) of 10 unconnected molecules or ions with the total composition C29H81N9O13 at a distorted geometry.

Structure (XYZ):
```
132
Properties=species:S:1:pos:R:3
C -5.939 5.040 4.371
O -5.322 5.000 3.109
C -4.366 6.012 2.905
C -3.514 5.676 1.683
N -2.462 6.638 1.471
C -1.441 6.307 0.515
C -1.917 6.132 -0.928
O -2.704 4.966 -1.123
C -2.017 3.738 -0.924
H -5.163 5.100 5.146
H -6.361 4.044 4.526
H -6.696 5.804 4.563
H -3.743 6.325 3.749
H -4.936 6.909 2.619
H -4.128 5.479 0.801
H -3.170 4.633 1.812
H -2.027 7.017 2.298
H -0.819 5.427 0.761
H -0.653 7.068 0.508
H -1.086 6.150 -1.639
H -2.604 6.956 -1.128
H -0.948 3.885 -1.102
H -2.482 2.919 -1.465
H -2.153 3.520 0.144
C 5.398 -2.953 1.636
O 4.861 -1.806 0.979
C 4.784 -1.885 -0.442
C 4.984 -0.473 -0.964
N 6.376 -0.121 -0.745
C 6.662 1.305 -0.955
C 8.162 1.564 -0.814
O 8.459 1.561 0.564
C 9.860 1.641 0.766
H 6.414 -3.195 1.318
H 4.797 -3.852 1.455
H 5.318 -2.651 2.680
H 3.812 -2.301 -0.734
H 5.556 -2.510 -0.900
H 4.288 0.178 -0.411
H 4.648 -0.456 -2.003
H 6.565 -0.334 0.228
H 6.179 1.918 -0.181
H 6.156 1.659 -1.849
H 8.397 2.526 -1.286
H 8.737 0.803 -1.351
H 10.104 1.544 1.819
H 10.136 2.651 0.425
H 10.465 0.982 0.135
C -5.451 -8.749 -2.398
O -4.885 -7.595 -2.948
C -5.792 -6.805 -3.677
C -5.027 -5.590 -4.217
N -4.888 -4.470 -3.276
C -4.373 -4.860 -1.949
C -4.158 -3.610 -1.092
O -3.099 -2.917 -1.710
C -2.827 -1.648 -1.105
H -4.743 -9.231 -1.727
H -5.822 -9.445 -3.158
H -6.309 -8.524 -1.747
H -6.618 -6.418 -3.069
H -6.161 -7.390 -4.525
H -5.579 -5.182 -5.067
H -4.052 -5.910 -4.600
H -4.169 -3.846 -3.632
H -3.400 -5.351 -2.035
H -5.193 -5.438 -1.522
H -3.922 -3.980 -0.083
H -5.077 -3.044 -0.906
H -2.311 -1.797 -0.152
H -3.799 -1.202 -0.874
H -2.278 -1.011 -1.786
N -0.197 -0.211 1.105
C 0.087 0.182 -0.158
N 1.291 -0.337 -0.468
O -0.718 0.787 -0.880
H 0.476 -0.751 1.619
H -1.055 0.057 1.565
H 1.631 -0.319 -1.443
H 1.889 -0.631 0.288
N -0.203 0.303 -3.769
C 1.119 0.149 -4.055
N 1.430 0.056 -5.367
O 1.994 0.168 -3.163
H -0.746 0.549 -4.575
H -0.608 0.302 -2.840
H 2.350 -0.110 -5.719
H 0.633 -0.024 -5.970
N 3.579 2.603 -2.897
C 3.370 3.512 -1.934
N 2.212 3.377 -1.220
O 4.208 4.394 -1.696
H 4.412 2.719 -3.441
H 3.048 1.746 -2.949
H 1.620 2.587 -1.422
H 1.986 4.058 -0.524
C 0.687 -2.639 3.451
C 2.183 -2.383 3.280
O 2.386 -1.470 2.196
H 0.142 -3.244 2.731
H 0.208 -1.654 3.390
H 0.496 -2.904 4.492
H 2.740 -3.309 3.115
H 2.538 -1.976 4.231
H 3.332 -1.554 1.949
C 0.960 3.060 2.639
C 1.299 1.741 3.311
O 2.160 1.942 4.413
H 0.461 2.960 1.669
H 1.846 3.662 2.424
H 0.321 3.724 3.230
H 1.845 1.206 2.523
H 0.440 1.091 3.489
H 3.041 1.646 4.180
C 1.351 -4.885 0.388
C 0.445 -3.899 -0.292
O -0.824 -4.486 -0.511
H 1.569 -5.719 -0.283
H 0.836 -5.173 1.306
H 2.355 -4.559 0.666
H 0.863 -3.471 -1.214
H 0.315 -3.006 0.339
H -1.433 -3.785 -0.775
C -5.369 1.205 2.413
C -4.156 1.390 1.535
O -2.991 0.702 2.041
H -5.813 0.213 2.339
H -6.164 1.896 2.113
H -5.181 1.525 3.441
H -3.863 2.439 1.431
H -4.345 1.089 0.505
H -3.022 0.936 2.977
```

Summary:
E_HOMO ... -8.4 eV
ΔE to the lowest compared entry with this formula, charge and spin ... 0.00 kcal/mol
LUMO level ... 0.408 eV
2S+1 ... 1
Largest force on an atom ... 2.38 eV Å⁻¹
Structure (SMILES) ... COCCNCCOC.COCCNCCOC.COCCNCCOC.NC(N)=O.NC(N)=O.NC(N)=O.CCO.CCO.CCO.CCO

The following is a DFT calculation (ωB97M-V/def2-TZVPD) of 10 unconnected molecules or ions with the total composition C29H82N4O10 at a distorted geometry.

Structure (XYZ):
```
125
Properties=species:S:1:pos:R:3
C -0.038 -5.299 -0.741
O -0.220 -4.219 -1.642
C 0.797 -3.236 -1.367
C 0.433 -1.912 -1.937
C 0.589 -1.777 -3.427
N 1.207 -0.720 -1.324
H 1.033 -5.374 -0.583
H -0.556 -6.116 -1.279
H -0.484 -5.165 0.252
H 0.925 -3.075 -0.311
H 1.675 -3.690 -1.867
H -0.619 -1.759 -1.661
H 0.259 -2.662 -3.937
H 1.594 -1.531 -3.600
H 0.014 -0.942 -3.844
H 1.445 -0.865 -0.358
H 2.049 -0.512 -1.798
C -1.572 -1.760 1.359
O -1.880 -0.711 0.484
C -1.050 0.403 0.710
C -1.122 1.334 -0.456
C -0.309 2.553 -0.032
N -2.501 1.589 -0.966
H -2.053 -1.530 2.313
H -0.526 -1.979 1.414
H -2.088 -2.708 1.087
H -1.334 0.923 1.649
H -0.002 0.114 0.681
H -0.559 0.926 -1.250
H 0.701 2.266 0.321
H -0.764 3.165 0.762
H -0.077 3.123 -0.922
H -2.895 0.626 -1.102
H -3.126 2.033 -0.313
C -0.409 0.217 5.985
O -0.735 1.629 5.621
C -1.811 1.701 4.746
C -1.881 3.024 3.987
C -1.655 4.040 5.062
N -3.112 3.324 3.279
H -0.053 -0.348 5.184
H -1.360 -0.237 6.193
H 0.256 0.254 6.799
H -1.907 0.869 3.950
H -2.761 1.732 5.366
H -1.112 3.042 3.288
H -2.257 3.991 5.981
H -1.844 5.065 4.735
H -0.642 4.043 5.443
H -3.906 3.523 3.817
H -3.356 2.545 2.657
C 3.339 -0.129 5.208
O 3.558 -0.942 4.064
C 4.409 -2.074 4.275
C 4.641 -2.963 2.997
C 5.568 -4.140 3.509
N 5.374 -2.080 2.012
H 2.632 0.651 4.862
H 4.314 0.290 5.483
H 2.830 -0.593 6.074
H 5.252 -1.697 4.799
H 3.883 -2.675 4.982
H 3.647 -3.174 2.605
H 5.710 -4.920 2.718
H 5.202 -4.633 4.482
H 6.570 -3.794 3.774
H 4.842 -1.185 2.012
H 5.271 -2.367 1.063
C -6.230 -1.371 0.892
C -5.809 -0.031 0.237
C -6.799 1.044 0.816
O -4.484 0.350 0.573
H -5.553 -2.137 0.610
H -7.161 -1.600 0.427
H -6.302 -1.108 1.941
H -5.793 -0.179 -0.864
H -7.892 0.658 0.890
H -6.787 2.009 0.314
H -6.432 1.221 1.820
H -3.856 -0.317 0.190
C 1.210 5.145 -3.861
C 1.529 3.802 -4.480
O 1.477 2.752 -3.540
H 1.645 5.933 -4.486
H 1.637 5.280 -2.875
H 0.136 5.332 -3.837
H 2.524 3.768 -4.948
H 0.903 3.557 -5.370
H 0.543 2.414 -3.454
C 4.835 -0.353 -5.017
C 3.579 0.433 -4.912
O 3.612 1.113 -3.670
H 4.811 -1.165 -5.760
H 4.986 -0.832 -4.019
H 5.638 0.372 -5.145
H 2.738 -0.253 -4.991
H 3.494 1.127 -5.765
H 2.796 1.670 -3.611
C 4.607 1.179 1.385
C 3.165 1.196 1.184
O 2.613 -0.135 1.390
H 5.017 2.149 1.180
H 5.183 0.552 0.678
H 4.926 0.832 2.351
H 3.028 1.541 0.201
H 2.676 1.940 1.830
H 2.734 -0.369 2.321
C -2.668 -2.653 -3.391
C -3.416 -3.415 -2.300
O -2.937 -3.324 -0.943
H -3.108 -2.896 -4.421
H -1.706 -3.078 -3.336
H -2.678 -1.573 -3.300
H -3.450 -4.491 -2.548
H -4.411 -3.092 -2.358
H -1.954 -3.425 -0.989
C -3.032 2.029 -4.890
C -1.579 1.797 -4.559
O -1.121 2.029 -3.279
H -3.180 1.714 -5.907
H -3.340 3.110 -4.907
H -3.739 1.464 -4.173
H -0.921 2.254 -5.224
H -1.416 0.716 -4.870
H -1.731 1.812 -2.551
```

Summary:
E_HOMO ... -9.1 eV
LUMO level ... 0.437 eV
2S+1 ... 1
Largest force on an atom ... 3.58 eV Å⁻¹
Structure (SMILES) ... COC[C@H](C)N.COC[C@H](C)N.COC[C@H](C)N.COC[C@H](C)N.CC(C)O.CCO.CCO.CCO.CCO.CCO

The following is a DFT calculation (ωB97M-V/def2-TZVPD) of a molecular structure, C29H83Br6N15O10P4 at a distorted geometry.

Structure (XYZ):
```
147
Properties=species:S:1:pos:R:3
C 5.622 1.777 -3.277
N 6.351 0.780 -4.116
O 7.323 1.213 -4.696
O 5.879 -0.316 -4.258
H 4.574 1.650 -3.547
H 5.850 2.799 -3.557
H 5.767 1.547 -2.227
C -0.949 -0.985 -6.000
N -0.306 -2.021 -5.084
O 0.403 -2.857 -5.588
O -0.474 -1.859 -3.900
H -1.285 -1.493 -6.896
H -0.083 -0.359 -6.200
H -1.752 -0.551 -5.421
C -2.359 -3.181 -1.980
N -3.317 -2.049 -2.049
O -3.240 -1.324 -3.016
O -4.049 -1.855 -1.114
H -1.360 -2.796 -1.791
H -2.341 -3.657 -2.955
H -2.583 -3.857 -1.162
O 2.532 -3.671 5.658
P 3.935 -3.775 5.242
N 4.956 -2.927 6.297
C 6.396 -2.875 6.140
C 4.407 -1.815 7.085
N 4.229 -3.200 3.696
C 3.258 -2.297 3.112
C 5.531 -3.223 3.066
N 4.554 -5.341 5.170
C 4.271 -6.173 4.007
C 4.802 -6.077 6.382
H 6.755 -3.698 5.521
H 6.922 -2.976 7.093
H 6.729 -1.934 5.686
H 5.199 -1.338 7.661
H 3.591 -2.155 7.714
H 4.129 -1.038 6.360
H 3.228 -2.276 2.021
H 2.276 -2.671 3.410
H 3.385 -1.265 3.458
H 5.382 -3.104 1.987
H 6.240 -2.439 3.343
H 6.070 -4.172 3.100
H 5.113 -6.865 3.899
H 3.418 -6.826 4.240
H 4.076 -5.635 3.086
H 3.890 -6.255 6.965
H 5.453 -5.536 7.077
H 5.355 -6.990 6.159
O -1.127 -3.742 1.291
P -1.565 -3.687 2.699
N -3.177 -4.108 2.973
C -3.635 -5.425 3.397
C -4.175 -3.206 2.420
N -1.470 -2.135 3.342
C -1.352 -0.997 2.471
C -1.845 -1.802 4.697
N -0.621 -4.645 3.712
C -0.859 -4.858 5.127
C 0.490 -5.381 3.114
H -3.945 -6.053 2.559
H -4.406 -5.253 4.149
H -2.843 -5.991 3.889
H -4.201 -2.249 2.960
H -5.139 -3.701 2.512
H -3.978 -2.849 1.408
H -2.309 -0.544 2.165
H -0.689 -0.225 2.873
H -0.888 -1.341 1.544
H -2.596 -2.479 5.111
H -1.034 -1.719 5.424
H -2.365 -0.838 4.730
H -1.115 -5.906 5.348
H 0.010 -4.553 5.706
H -1.812 -4.426 5.430
H 0.334 -5.536 2.050
H 0.518 -6.367 3.592
H 1.447 -4.901 3.329
O -3.488 4.395 2.984
P -3.388 4.536 1.518
N -2.698 6.015 1.020
C -1.763 6.589 1.984
C -2.325 6.231 -0.375
N -4.820 4.391 0.692
C -5.737 5.547 0.591
C -5.474 3.070 0.844
N -2.424 3.302 0.885
C -2.274 3.025 -0.545
C -1.459 2.700 1.779
H -1.257 7.462 1.571
H -1.061 5.837 2.350
H -2.251 7.000 2.871
H -2.437 7.278 -0.651
H -3.010 5.685 -1.025
H -1.331 5.804 -0.528
H -5.151 6.342 0.127
H -6.585 5.253 -0.017
H -5.992 5.909 1.590
H -4.973 2.376 0.169
H -5.372 2.705 1.868
H -6.530 3.136 0.600
H -2.164 1.942 -0.625
H -3.189 3.360 -1.030
H -1.393 3.480 -1.003
H -0.774 3.420 2.236
H -0.802 2.010 1.242
H -1.909 2.099 2.572
O -2.453 1.406 -6.955
P -1.626 2.629 -6.807
N -0.078 2.523 -7.435
C 0.940 3.561 -7.329
C 0.152 1.482 -8.438
N -1.470 3.058 -5.183
C -1.308 1.956 -4.256
C -1.007 4.323 -4.640
N -2.310 3.960 -7.504
C -2.328 4.077 -8.946
C -3.548 4.433 -6.881
H 1.899 3.049 -7.252
H 0.800 4.081 -6.383
H 0.934 4.292 -8.139
H -0.306 1.789 -9.391
H -0.284 0.518 -8.195
H 1.189 1.384 -8.761
H -0.347 1.429 -4.348
H -1.347 2.280 -3.216
H -2.064 1.174 -4.340
H -1.686 4.669 -3.853
H -0.002 4.263 -4.210
H -1.044 5.061 -5.443
H -3.027 3.371 -9.414
H -2.606 5.071 -9.295
H -1.336 3.807 -9.313
H -4.399 3.842 -7.241
H -3.798 5.484 -7.023
H -3.532 4.220 -5.813
C 4.185 1.661 2.370
Br 2.820 2.611 3.369
Br 5.408 0.797 3.653
Br 5.242 2.840 1.228
H 3.706 0.870 1.808
C 1.337 -0.078 -1.250
Br 2.987 -0.463 -2.222
Br 0.887 1.824 -1.340
Br 1.491 -0.637 0.588
H 0.551 -0.654 -1.720
```

Summary:
E_HOMO ... -8.2 eV
ΔE to the lowest compared entry with this formula, charge and spin ... 0.00 kcal/mol
LUMO level ... -0.300 eV
2S+1 ... 1
Largest force on an atom ... 1.78 eV Å⁻¹

Which of these has the highest largest force on an atom? C29H82N4O10

Which formula does entry 1 have? C29H81N9O13

What is the formula in the second record? C29H82N4O10